Record 1
156
Properties=species:S:1:pos:R:3:mulliken_charge:R:1 method="wB97M-V/def2-TZVPD" s_squared=0.7503 energy_ha=-3289.94415 gap_ev="1.2 / 7.4" largest_force_ev_per_a=3.407 total_charge=-2 spin_multiplicity=2
H 4.94015 -4.15069 -0.96744 0.384
C 3.49120 0.08543 -2.09752 -0.181
C 1.14714 -3.80956 4.45643 0.310
H 2.87816 0.29953 -0.17133 0.124
C -3.21071 -2.05993 2.60125 -0.358
C 0.93913 2.81620 -2.56723 -0.651
C -3.43967 -2.00256 -4.95923 -0.480
C 4.11824 3.49162 -2.94871 -1.693
H 2.45303 0.34481 -2.30496 -0.131
H 0.31662 -3.17376 -3.94598 0.576
H 3.82041 6.88687 -4.02907 0.452
C 6.98931 -1.54929 0.32971 -0.420
H -3.61977 -1.12105 2.97446 0.500
H -1.22293 4.36491 -2.81496 0.107
H 1.69488 -0.13785 8.29052 0.299
H 5.31912 5.91109 -3.68071 0.345
H -3.34466 3.74869 -4.90599 0.360
H -4.16416 4.11420 0.73927 0.327
H -5.87794 -1.87271 3.05469 0.363
C 3.28525 5.61991 -1.66734 -1.622
O -4.18041 -3.05283 2.88389 -0.343
C -0.72517 -5.29650 1.79748 -0.721
H -6.62766 -4.21881 3.20174 0.337
H -2.27867 2.40115 0.98109 0.448
H 8.43935 -3.24344 1.74577 0.277
H 0.31432 4.87008 5.18919 0.356
H -5.33002 -2.07910 1.40365 0.036
H -5.04558 -2.99272 -4.03449 0.578
H 0.08174 0.21014 7.88139 0.330
H -1.53749 -2.62252 -5.58549 0.351
C 0.10866 -2.11650 -3.78148 -2.647
C -0.01308 -3.86958 3.46838 -0.050
H -0.06336 -2.76746 5.93725 0.425
C -4.19996 -1.82126 -1.79082 -2.191
H 5.24121 -2.54897 -1.62991 0.174
H 3.12509 -3.50753 4.45302 0.284
C 6.00055 -2.78839 0.40195 0.479
H 2.47502 4.09981 -0.34816 -0.081
C 8.73924 -2.19576 1.76856 -0.740
C -3.84182 -4.29250 -1.82244 -2.391
H -5.05019 2.84902 0.10148 0.302
N -1.99976 -2.70343 -2.58648 -0.440
H -0.38672 -6.22902 1.34586 0.322
H 4.04272 2.96252 -3.89868 0.353
H -5.76028 -4.46363 0.25567 -0.061
C 0.98649 0.68981 8.25482 -0.794
C -2.01610 -1.86164 -4.96897 -2.050
N -4.47259 3.65168 -0.10397 -0.705
H -4.90276 3.06075 -4.63048 0.638
N 2.36092 -3.50675 3.79261 -0.579
H 0.07799 2.51288 -1.97179 -0.351
C -3.31542 3.22246 -0.82200 0.728
H -5.06741 -5.22493 1.77741 0.294
H 0.71988 -1.89278 -2.90714 0.269
H -1.76005 -0.95278 -5.51351 0.639
H 3.88492 2.85988 -2.09163 0.133
H 9.45927 -2.20913 0.95034 0.306
C 4.25743 5.89355 -3.92693 -2.178
H -0.41232 3.39740 4.76723 0.284
C 3.41047 4.90747 -3.03658 2.393
H -1.37710 -2.04822 -0.94829 0.304
C 2.13748 5.04701 -0.76883 -0.682
O 1.59741 -1.03670 1.13132 -0.644
H 1.51108 2.65346 3.51017 0.095
H 3.01978 2.64295 4.09556 0.250
O 2.06644 4.19973 -4.90947 -0.277
H -3.42028 -4.36489 -0.81987 0.154
H 2.34166 -2.54917 3.47204 0.132
H 0.93384 2.18977 -3.45922 0.644
C -1.43709 -0.34993 -2.97731 -0.957
H 3.08865 6.68923 -1.74476 0.358
O 7.62377 -1.25107 1.57023 -0.377
C -3.45681 -2.96398 -2.54492 3.396
H 7.67996 -1.53307 -0.51341 0.449
O 3.67717 0.28164 -0.70318 -0.354
N 2.11555 3.08134 4.19692 -0.566
C -0.43509 4.69265 -3.49319 -2.052
O -0.67676 -0.47512 0.92952 -0.227
N -7.88593 -3.37393 1.69879 -0.890
H -8.52047 -4.15306 1.80096 0.319
H 6.54388 -3.79056 -1.48093 0.433
C -6.51817 -3.77707 2.21129 0.279
C 1.50203 1.62213 6.12786 -0.266
H -3.03513 -1.74104 1.57383 0.096
H 4.78381 -2.12137 1.99098 0.219
H -2.73966 2.48856 -2.77511 0.043
H -2.49227 -0.12428 -2.82307 -0.301
C 5.66786 -3.34052 -1.01384 -1.461
H -4.89943 -4.55408 -1.85624 0.441
H 4.37482 -1.71346 0.52677 0.041
H 2.09897 5.66180 0.13041 0.632
C -5.43576 -2.58835 2.36155 -0.455
H 0.81266 -1.73564 4.94583 0.189
H -2.68485 4.11152 -0.81493 0.130
H 6.40323 -0.65912 0.10121 0.074
N 2.07022 4.83919 -3.68079 -0.065
O 0.32177 -4.94669 2.65971 -0.407
H -7.98266 -3.27066 0.69875 0.378
H 2.38751 1.00565 5.97299 0.416
H -0.93181 -4.00259 4.03963 0.494
H -0.96790 -0.23571 -2.00012 -0.044
Cl 0.64221 -0.01463 1.33485 1.031
H 0.69434 -1.58636 -4.53250 0.290
H -4.41602 2.03492 -2.28711 0.723
H -3.74664 -4.03943 -4.50226 0.343
H -1.51625 2.07423 -0.38235 -0.169
C 1.61798 3.05506 5.53245 0.345
C -3.95899 -3.07902 -4.03257 -2.055
H 1.81415 2.48411 -2.00850 -0.354
N 4.71666 -2.50170 1.05774 -0.417
H -3.04349 1.18756 -0.05768 -0.006
H 0.32189 6.01794 -1.52172 0.497
H -1.02023 -4.57997 1.03091 0.145
H -0.50515 5.75049 -3.74645 0.700
H 4.21699 5.55461 -1.10546 0.500
H 0.18873 4.51196 -0.80940 -0.048
H 3.60199 -0.97876 -2.30567 0.207
H 2.24611 3.71047 6.13576 0.274
C 0.92616 -2.67327 5.48995 -1.406
H 4.18117 0.68888 -2.68735 0.285
C -2.54974 2.15925 -0.04658 -0.854
H -1.63382 -5.51770 2.35740 0.339
H -3.18295 -5.02005 -2.29639 0.590
H 5.14437 3.73233 -2.67083 0.431
H 4.24619 5.49411 -4.94105 0.439
H -4.43692 -0.93800 -2.38396 0.080
C 0.28787 3.82182 5.48675 -1.443
O 1.34922 1.84098 7.54206 -0.355
C -1.36575 -1.78684 -3.54004 3.424
H -3.58517 -1.37369 -1.00991 -0.086
H -3.85218 -1.01321 -4.76143 -0.148
O 0.64381 0.43874 2.68290 -0.466
C -5.94893 -4.85020 1.25722 -1.044
H -0.60095 4.19850 -4.45049 0.367
H -3.88974 -2.18088 -5.93584 0.687
H 0.83456 0.90898 9.31169 0.290
H 2.01450 5.00744 -5.42572 0.332
C -3.65310 2.81333 -2.27687 -0.361
H -5.12847 -2.26237 -1.42836 0.829
C 0.83538 5.05678 -1.49723 -0.773
O -1.26088 -2.88623 -1.40198 -0.292
C 0.92067 4.36590 -2.85686 1.863
H -0.32938 3.67616 6.37326 0.356
H -4.79694 4.78552 -4.79549 0.381
H 1.20214 -4.72862 5.03987 0.365
H 1.63468 -2.70899 6.31748 0.401
H 0.68604 1.14228 5.58750 0.136
H 9.18942 -2.04039 2.74902 0.287
C -4.28228 3.92043 -4.37734 -2.193
H -1.00225 0.36392 -3.67691 0.464
H 6.45103 -3.61894 0.94541 0.332
O -4.08731 4.02099 -2.94827 0.015
H -0.00108 -2.97222 2.84976 -0.251
O 0.95233 1.15689 0.55040 -0.491
H -2.29876 -2.32829 3.13457 -0.026
H -6.58083 -5.73762 1.22114 0.526

---

Record 2
167
Properties=species:S:1:pos:R:3:mulliken_charge:R:1 method="wB97M-V/def2-TZVPD" energy_ha=-5509.19468 gap_ev=8.4 largest_force_ev_per_a=6.026 total_charge=0 spin_multiplicity=1
N -8.07624 -1.64538 2.56736 0.014
H -2.12311 -2.98022 -3.89285 0.378
H 8.63975 -0.59868 -0.52372 0.090
N -0.14194 -1.95075 6.34459 0.032
H 5.68659 -2.10603 3.20327 0.585
H 2.63499 -0.92024 6.67766 0.348
H -3.32628 -3.81280 -5.58552 0.403
P 4.65243 2.94815 -1.03728 -0.018
H -3.68406 1.99821 -6.79030 0.229
H -8.89581 -3.41021 1.71578 0.403
C -7.66996 0.78800 4.70341 -1.218
H 8.52919 -5.35273 1.52278 0.340
C 3.04446 -1.54174 5.87882 -1.299
H 3.31698 -3.41657 3.94083 0.248
H 9.13107 -5.21971 -0.13372 0.312
P 7.25481 -2.93589 0.91001 0.802
C -3.06229 2.77340 0.65769 -1.093
H 0.05378 2.70196 -3.54852 0.465
C -9.54624 0.83718 0.54495 -1.086
C -7.12646 -2.47198 3.34222 -0.988
H -0.05723 0.79784 5.92425 0.262
H -7.05613 0.90445 5.59894 0.413
C -0.15040 -1.82560 -7.15450 -0.927
C 0.14717 -2.98872 7.35651 -0.984
C 2.48776 7.21142 -0.00140 -1.319
O -1.30331 2.79551 2.77480 -0.574
H 2.24315 -0.81875 -3.23346 0.377
C 3.29215 2.85223 -4.63355 -1.116
H 1.97141 7.21216 -0.96345 0.284
H -4.12668 -1.87336 -8.30860 0.163
H 2.37691 -0.16576 -0.88195 0.367
H -8.10930 1.76439 4.46099 0.333
H 9.38939 -2.23830 3.01395 0.299
H 10.22190 -4.98415 1.24895 0.323
C 2.20976 0.71099 -0.25915 -0.958
H -5.00890 -0.49589 -8.88780 0.379
H -0.05516 -3.99966 6.99333 0.346
H -6.97692 -2.07176 4.33886 0.274
C -1.71689 2.45198 0.51056 1.348
H -2.28088 6.47444 -0.13317 0.491
H 10.90376 -3.07495 0.30109 0.432
H -8.45977 0.09016 4.98897 0.316
H -0.16142 0.73817 2.79308 -0.620
H -1.32387 0.89031 -8.70961 0.256
H -0.53581 -2.79662 -6.86450 0.284
H 0.05863 0.79535 -7.61065 0.239
C -5.53994 0.86811 3.62699 -1.190
H -1.90612 1.22252 -2.62655 0.529
H 7.24648 0.20967 0.20976 0.148
H 0.52324 -1.99677 -7.99585 0.413
H -8.71708 1.10788 -0.10639 0.264
N -2.46152 -1.91191 -5.66257 0.286
C -1.62223 -1.87935 6.23295 -1.035
O 0.72495 -2.82276 3.45194 -0.907
H 1.68645 0.53137 5.78394 0.197
C 9.20945 -4.80297 0.87756 -1.042
O 5.45035 1.68773 -1.78457 -0.194
C -0.58016 0.21539 -8.28324 -0.949
H 3.52705 -4.09184 5.57217 0.341
H -4.45329 -2.53651 -6.08057 0.324
Si 2.32365 1.65877 -3.54080 -0.100
H -3.33839 -1.69530 -3.72790 0.309
H 3.24022 7.99426 -0.05505 0.378
H -4.94780 1.54404 -7.91923 0.396
H -5.06514 0.70187 4.59772 0.377
H -3.33407 -0.72448 -9.39537 0.248
H 4.37101 2.84725 -4.45732 0.335
N -3.63947 -0.02117 -7.39803 0.050
C 5.51808 -1.74802 -0.75729 -1.055
H 2.70755 -0.36043 -4.86063 0.317
H -5.57746 1.94811 3.44110 0.343
P 0.56997 -2.15381 4.77673 0.710
O -2.66017 0.48488 -5.16579 -0.913
N 2.32460 4.97821 1.11800 -0.500
C -3.89612 1.39083 -7.66853 -1.109
N 2.10007 -2.56114 5.47351 0.380
O 0.50452 3.01869 1.50950 -0.064
H -3.29165 1.77387 -8.50302 0.326
H -0.26728 1.58311 -0.81332 0.098
C -3.54327 2.00336 -1.54853 -1.090
C 2.79390 -3.69149 4.86564 -1.011
H 0.36598 1.82630 -5.08071 0.368
H 5.44252 -1.41279 -1.79425 0.203
P -7.52821 -0.08109 2.06188 0.659
H 5.56698 -0.90848 1.91039 -0.117
C -4.02404 -0.82089 -8.54544 -0.793
H 1.72066 7.42366 0.73880 0.267
O 5.08696 2.73998 0.53124 -0.428
N -9.08410 0.62798 1.91386 0.060
C -0.84395 2.77744 1.67057 0.021
O -6.69371 0.84656 1.24658 -0.708
H -10.03252 -0.05534 0.12584 0.328
H -1.92070 -1.07127 5.56311 0.202
H -3.19544 -3.16558 -7.18811 0.325
C -2.21401 1.65221 -1.68206 -0.978
H -0.47307 -2.80799 8.23626 0.390
H 0.87219 1.52839 4.61617 0.175
H 3.93424 -2.00870 6.30950 0.442
H 4.12958 5.96476 0.60043 0.511
H 8.01589 -3.07016 3.75703 0.352
O 1.35548 3.51573 -1.09270 -0.219
N 6.91798 -1.82746 -0.35097 0.076
H 5.37709 1.78591 -2.74061 0.248
H 4.60496 2.00979 0.94391 0.312
H -0.62338 -0.93780 2.61440 0.412
C 0.76578 0.62334 5.21811 -0.649
N 0.53499 -0.50404 4.33170 0.388
C -0.47602 -0.14005 3.34252 -0.351
O 6.68076 -4.20016 0.36470 -0.864
C 8.34721 -2.13605 3.29549 -0.995
H -5.00507 2.83601 -0.16282 0.379
P -2.31208 -0.33832 -6.35994 1.067
H 5.04128 -2.72534 -0.69806 0.366
H -10.26549 1.65816 0.50841 0.377
H -4.89558 0.41908 2.87514 0.343
H 1.22972 0.65037 0.20484 0.206
H -3.39299 3.20339 1.59215 0.465
H -1.44665 0.08130 3.80602 0.342
C 6.21521 -1.29602 2.69945 -1.062
C -3.41545 -2.88609 -6.15592 -1.203
H 3.24697 5.38034 -0.77727 -0.091
H 2.10287 -4.49675 4.63262 0.335
C -3.97922 2.55623 -0.35149 -0.617
H -1.61695 -1.30321 -3.82606 0.045
H 0.43130 -1.41748 -6.32362 0.245
C 9.91282 -2.64564 0.13788 -1.167
H 2.91036 4.36457 1.67218 0.364
H 9.70290 -2.66968 -0.93943 0.315
C -1.34841 5.96925 -0.05133 0.436
N 8.92803 -3.37276 0.91451 0.297
H -2.06221 -1.66500 7.20582 0.408
N -1.23776 -0.92156 -7.58722 -0.052
C -8.47207 -2.46158 1.38975 -1.043
H -9.24145 -1.95234 0.80741 0.244
H 1.17783 -2.93953 7.68997 0.280
Si 1.01434 4.14399 0.39319 -0.259
H -7.62573 -2.66667 0.72828 0.368
H 2.96364 3.86768 -4.40807 0.308
N -6.86511 0.25419 3.62220 0.355
H -9.97683 0.48761 3.83203 0.161
H -0.03280 0.93605 -3.63808 -0.447
H -6.15369 -2.56638 2.85306 0.342
H -2.05134 -2.81134 5.85358 0.366
C -1.29520 1.86714 -0.67484 0.803
H 7.29614 -0.13721 -1.51290 0.298
C 2.86065 -0.12571 -3.80361 -0.815
H -7.54777 -3.47093 3.46783 0.392
C -0.32360 5.35677 0.12320 -0.984
H 3.15467 2.62303 -5.69058 0.382
N 7.51324 -1.74419 2.14022 0.147
C 7.55671 -0.53788 -0.53295 -0.489
H 9.99256 -1.60964 0.47332 0.307
H 6.37093 -0.48568 3.41167 0.414
H -4.26013 1.85575 -2.34333 0.513
C -10.21657 0.36834 2.78196 -0.763
H 2.92815 0.68764 0.56580 0.073
Si 2.49971 2.28077 -1.29957 1.501
H 4.94006 -1.04747 -0.13658 0.318
C 3.12280 5.82369 0.21319 -0.001
C 0.50232 1.81780 -3.99772 -0.433
H 8.30417 -1.34570 4.04734 0.368
H -10.65574 -0.62912 2.63974 0.249
H 3.36168 -0.90404 5.04404 0.324
H -10.99867 1.10093 2.57066 0.378
H 3.91420 -0.28442 -3.57553 0.065
C -2.38971 -1.96762 -4.20589 -0.833
H 0.02758 -0.15082 -9.10916 0.436